Record 1
Here is 2 unconnected molecules or ions with the total composition C4H9NO3 in a non-equilibrium geometry from the Open Molecules 2025 dataset. Energies are from ωB97M-V with the def2-TZVPD basis set.

Each line ends with the Mulliken charge.
Geometry (Å):
C -2.229886 -0.735299 -0.248378  -1.06
C -1.272405 0.331573 0.178727  0.23
N -0.398756 0.810908 -0.644363  -0.47
C 0.323923 1.982028 -0.161160  -0.80
H -2.324593 -1.473062 0.551971  0.28
H -3.208226 -0.275994 -0.416388  0.37
H -1.881300 -1.230831 -1.156695  0.25
H -1.405304 0.732108 1.198089  0.32
H -0.208544 2.900807 -0.423336  0.33
H 1.302285 2.017282 -0.649267  0.24
H 0.496467 1.955781 0.920833  0.31
O 0.661269 -1.783908 1.051216  -0.56
C 1.431492 -1.344711 0.208841  0.79
O 1.685315 -1.868198 -0.993110  -0.45
O 2.409521 -0.473489 0.500581  -0.48
H 2.413039 -1.319547 -1.342208  0.35
H 2.205703 -0.225448 1.424646  0.33

Force components x, y, z for each atom (eV/Å):
0.38 -0.15 0.31
0.86 0.60 -1.55
-1.49 -0.27 1.47
0.53 -0.18 -0.14
-0.10 -0.01 -0.10
0.01 -0.10 -0.02
-0.09 0.16 0.08
0.14 0.02 -0.21
0.00 -0.12 0.02
-0.11 0.08 0.06
-0.13 0.12 0.04
0.66 0.98 -1.86
0.26 -2.43 1.67
-0.44 0.64 -0.06
-0.52 0.97 0.96
-0.36 -0.44 -0.22
0.39 0.13 -0.43

As for the gap between HOMO and LUMO: 10.33 eV. As for the spin multiplicity: 1.

---

Record 2
Here is a molecular structure, C4H9NO3 in a non-equilibrium geometry from the Open Molecules 2025 dataset. Energies are from ωB97M-V with the def2-TZVPD basis set.

Each line ends with the Mulliken charge.
Geometry (Å):
C -0.689571 1.645231 0.543395  -1.53
C 0.092571 0.542743 -0.117052  0.81
C 1.299628 0.029298 0.498688  0.03
O 0.151140 0.737157 -1.502560  -0.60
O 2.406914 -0.049446 -0.253151  -0.46
H 0.814275 0.132452 -1.863717  0.36
H 3.001240 -0.720285 0.111286  0.38
H 1.424893 0.102740 1.576562  0.35
H -0.259799 2.623404 0.318616  0.40
H -0.716123 1.511402 1.625087  0.34
H -1.714338 1.631144 0.165987  0.35
N -1.434369 -1.599906 -0.674433  -0.52
C -0.555370 -1.082240 0.277774  -0.11
O 0.626152 -1.723800 0.383229  -0.66
H -1.012922 -1.733630 -1.584097  0.24
H -2.339842 -1.154097 -0.725543  0.24
H -1.094479 -0.892168 1.219929  0.38

Force components x, y, z for each atom (eV/Å):
0.31 0.09 -0.16
-1.87 -1.49 0.16
0.45 -2.72 0.02
0.25 -0.06 0.09
0.00 0.20 0.08
-0.07 0.09 0.01
-0.03 0.15 0.04
-0.03 -0.02 -0.06
-0.04 0.05 0.03
-0.01 -0.02 -0.01
0.03 -0.02 0.01
-0.04 -0.50 -0.03
-0.72 2.90 -0.46
1.75 1.42 0.20
-0.04 0.11 0.05
0.12 -0.03 0.02
-0.04 -0.16 0.00

As for the gap between HOMO and LUMO: 8.40 eV. As for the spin multiplicity: 1.

---

Record 3
Here is 2 unconnected molecules or ions with the total composition C4H9NO3 from the Open Molecules 2025 dataset. Energies are from ωB97M-V with the def2-TZVPD basis set.

Each line ends with the Mulliken charge.
Geometry (Å):
C 0.276711 -0.170425 -1.187658  -1.01
N -0.207676 0.891925 -0.319230  0.11
C 0.237515 2.162573 -0.567024  0.05
O -0.274745 3.164557 -0.129342  -0.56
C -1.497439 0.691872 0.291874  -0.53
C -1.442906 -0.363418 1.379940  0.04
O -2.425271 -0.970967 1.715833  -0.49
H -0.096332 -1.128138 -0.840608  0.36
H 0.001297 -0.040942 -2.236009  0.31
H 1.362121 -0.245243 -1.147512  0.35
H 1.133674 2.157044 -1.203988  0.35
H -2.295245 0.383013 -0.391111  0.29
H -1.814599 1.630116 0.748482  0.36
H -0.468766 -0.567942 1.862273  0.36
O 2.303998 -2.183174 0.666660  -0.60
H 2.405100 -2.806302 1.395333  0.30
H 2.802571 -2.604554 -0.037921  0.30

Force components x, y, z for each atom (eV/Å):
0.43 -0.20 -0.03
-0.07 0.00 -0.66
-0.30 -0.33 0.31
0.09 0.20 -0.02
0.01 -0.13 0.49
-0.36 -0.12 0.03
0.07 0.00 0.04
-0.10 -0.06 0.05
-0.27 0.06 0.00
0.04 0.11 0.11
0.11 0.13 -0.02
0.18 0.08 -0.23
0.06 0.07 0.04
0.12 0.19 -0.10
0.04 -0.20 0.11
-0.11 0.15 0.09
0.05 0.06 -0.20

As for the gap between HOMO and LUMO: 9.99 eV. As for the spin multiplicity: 1.

---

Record 4
Here is a single C4H9NO3 molecule in a non-equilibrium geometry from the Open Molecules 2025 dataset. Energies are from ωB97M-V with the def2-TZVPD basis set.

Each line ends with the Mulliken charge.
Geometry (Å):
C 1.352145 0.379952 1.117584  -1.47
C 0.335783 -0.204790 0.162417  1.42
C 0.790010 -0.153217 -1.435787  -1.50
O -0.123969 -1.462808 0.542475  -0.65
C -0.746884 0.812454 -0.190406  0.19
O -0.490016 2.017497 -0.262767  -0.66
N -2.053195 0.405511 -0.170098  -0.14
O -2.609890 -0.588198 0.652573  -0.43
H 1.662215 1.363037 0.773140  0.35
H 0.878769 0.512809 2.091013  0.33
H 2.229974 -0.261729 1.187594  0.45
H 0.151191 -0.821060 -2.011071  0.39
H 0.909747 0.801966 -1.939519  0.33
H 1.804100 -0.551364 -1.455074  0.40
H 0.637462 -2.043532 0.670922  0.35
H -2.732738 1.135235 -0.347442  0.28
H -1.994706 -1.341762 0.614446  0.37

Force components x, y, z for each atom (eV/Å):
-0.21 0.13 -0.24
0.15 2.26 -3.57
1.64 -1.66 1.18
-0.01 -0.43 -0.12
-1.37 1.00 4.25
-0.01 -1.10 -1.06
-0.01 0.16 -1.07
0.23 -0.12 0.01
0.02 -0.03 -0.08
0.14 -0.16 0.09
0.02 -0.09 0.10
-0.12 0.07 0.09
-0.55 0.28 0.57
0.18 -0.45 -0.16
-0.16 0.07 -0.06
0.13 -0.18 0.19
-0.06 0.24 -0.13

As for the gap between HOMO and LUMO: 9.51 eV. As for the spin multiplicity: 1.

---

Record 5
Here is a molecular structure, C4H9NO4P2S2 in a non-equilibrium geometry from the Open Molecules 2025 dataset. Energies are from ωB97M-V with the def2-TZVPD basis set.

Each line ends with the Mulliken charge.
Geometry (Å):
C 1.347214 1.824198 -0.361059  -0.22
C 0.331146 2.497307 -1.287898  -0.38
C -1.593177 -2.190396 1.407868  -0.32
C -1.201702 -2.669996 -0.008070  -0.31
N -1.625014 0.549919 -0.697793  -0.17
O 2.176834 2.711209 0.331331  -0.53
O -0.803792 2.968180 -0.568811  -0.34
O -2.331119 -0.996142 1.253455  -0.33
O -2.043580 -1.996194 -0.921350  -0.40
P -1.922229 1.960713 -0.080553  0.52
P -2.711483 -0.668526 -0.302038  0.50
S -4.548883 -0.334296 -0.769297  -0.37
S -3.200727 2.720630 1.126539  -0.24
H 0.789449 1.170642 0.326445  0.20
H 2.019408 1.216892 -0.972441  0.32
H 0.779559 3.376111 -1.757112  0.30
H 0.008390 1.782019 -2.046524  0.36
H -2.224869 -2.919880 1.922528  0.29
H -0.709263 -1.983000 2.016135  0.26
H -0.158586 -2.425846 -0.234896  0.24
H -1.365444 -3.741991 -0.131050  0.28
H 1.655488 3.244360 0.943297  0.31

Force components x, y, z for each atom (eV/Å):
-0.46 -0.12 -0.33
1.01 -0.48 -0.47
0.15 -0.48 0.05
0.40 -0.16 0.33
-0.87 0.79 0.78
0.16 0.52 0.33
-0.75 0.08 0.59
-0.49 0.49 -0.57
-0.51 0.35 -0.20
-0.09 0.12 0.17
-0.09 -0.12 0.07
0.70 -0.29 0.22
0.87 -0.54 -0.83
0.20 -0.07 -0.13
-0.16 -0.06 0.05
-0.11 -0.10 0.05
0.03 0.12 0.00
0.09 0.04 -0.05
-0.11 -0.06 -0.04
-0.10 -0.06 0.01
0.10 0.11 0.01
0.02 -0.08 -0.07

As for the gap between HOMO and LUMO: 8.73 eV. As for the spin multiplicity: 1.

---

Record 6
Here is a single C4H9NO4P2S2 molecule in a non-equilibrium geometry from the Open Molecules 2025 dataset. Energies are from ωB97M-V with the def2-TZVPD basis set.

Each line ends with the Mulliken charge.
Geometry (Å):
N 1.867164 -2.402707 2.075692  -0.71
P 1.509882 -1.167869 1.211126  0.87
S 0.522073 -1.522884 -0.623648  -0.24
P -1.435655 -0.824607 0.061361  0.72
S -2.010430 -1.499511 1.826998  -0.33
O -2.404584 -1.273742 -1.158658  -0.44
C -2.542558 -0.362576 -2.252877  -0.39
C -2.049929 1.009360 -1.610125  -0.38
O -1.453176 0.746019 -0.341884  -0.32
O 2.858083 -0.439875 0.814066  -0.40
C 2.746695 1.023037 0.689124  -0.37
C 1.360386 1.363863 1.330096  -0.15
O 0.703975 0.188798 1.685617  -0.34
H 1.291245 -3.196092 1.984049  0.27
H -3.523074 -0.278019 -2.530477  0.30
H -1.866699 -0.739573 -2.931550  0.34
H -1.365479 1.572882 -2.296612  0.25
H -2.867147 1.594169 -1.412801  0.34
H 2.806222 1.094691 -0.463163  0.22
H 3.616707 1.542751 1.078992  0.27
H 1.580118 1.814368 2.274682  0.30
H 0.656182 1.757518 0.589992  0.19

Force components x, y, z for each atom (eV/Å):
0.10 2.16 -0.52
0.24 -0.53 0.72
-1.09 0.19 0.20
-0.56 -0.96 0.21
0.62 0.90 -1.90
-0.29 -0.72 0.83
2.74 1.44 3.82
1.56 -1.29 -1.69
0.44 -0.31 0.37
0.71 1.17 0.58
-0.69 -1.78 -2.96
0.84 -0.10 -1.07
0.35 -2.72 0.53
-0.86 -0.97 -0.03
-2.38 -0.14 -0.91
1.06 -0.35 -2.27
-0.31 -0.63 0.78
-2.06 1.59 0.39
-0.46 0.71 1.77
-0.09 -0.31 0.48
-0.43 1.37 0.19
0.56 1.27 0.48

As for the gap between HOMO and LUMO: 9.42 eV. As for the spin multiplicity: 1.

---

Summary of highest occupied orbital energy in eV
-9.751 -7.853 -9.562 -8.970 -8.916 -9.028
(order as listed above)
Summary of energy relative to the best compared isomer or geometry (same formula, charge and spin) in kJ/mol
119.0 336.6 149.3 323.5 30.7 93.2
(order as listed above)